Molecular formula: C2H14BrO5
Method: DFT, ωB97M-V with the def2-TZVPD basis set

Each atom is followed by the atoms it is bonded to, with distances in Å.
Positions of all 22 atoms, in Å:
1 Br -0.55108 0.37533 0.91899  no bonds
2 C 1.08067 -2.77651 -3.39880  C3 1.567, H5 1.090, H6 1.090, H7 1.090
3 C 0.67714 -1.75072 -2.28567  C2 1.567, O4 1.366, H8 1.090, H9 1.090
4 O 1.10051 -2.07659 -1.02879  C3 1.366, H10 0.960
5 H 0.60671 -2.49435 -4.33893  C2 1.090
6 H 0.74086 -3.77573 -3.12640  C2 1.090
7 H 2.15776 -2.73269 -3.56014  C2 1.090
8 H -0.39820 -1.57280 -2.27755  C3 1.090
9 H 1.20432 -0.83989 -2.56953  C3 1.090
10 H 0.77706 -1.37070 -0.46426  O4 0.960
11 O -3.67242 1.02288 2.09029  H12 0.957, H13 0.957
12 H -4.01709 0.34011 2.66584  O11 0.957
13 H -2.83688 0.67494 1.77875  O11 0.957
14 O -2.17555 3.04951 0.55550  H15 0.957, H16 0.957
15 H -1.85692 3.43323 -0.26149  O14 0.957
16 H -1.63710 2.26790 0.67957  O14 0.957
17 O 2.89680 1.64387 0.69322  H18 0.957, H19 0.957
18 H 3.38144 1.32034 1.45261  O17 0.957
19 H 1.98491 1.41766 0.87633  O17 0.957
20 O -0.10664 1.42705 4.08985  H21 0.957, H22 0.957
21 H -0.18742 1.01379 3.23024  O20 0.957
22 H 0.83111 1.40336 4.28036  O20 0.957

Calculated values
total energy	-82584.2839	eV
maximum force	2.3	eV/A
LUMO level	3.44	eV
net charge	-1